{"formula": "C25H46N7NaP2S2", "method": "ωB97M-V with the def2-TZVPD basis set", "e_above_lowest_kj_mol": 0.0, "total_energy_ev": -81766.555, "homo_lumo_gap_ev": 6.84, "symbols": ["Na", "C", "S", "C", "S", "N", "N", "C", "C", "C", "C", "C", "C", "N", "H", "H", "H", "H", "H", "H", "H", "H", "C", "N", "C", "C", "C", "N", "C", "C", "H", "H", "H", "H", "H", "H", "H", "H", "H", "H", "H", "H", "H", "H", "H", "H", "C", "P", "C", "C", "C", "P", "C", "C", "H", "H", "H", "H", "H", "H", "H", "H", "H", "H", "H", "H", "H", "H", "H", "H", "N", "C", "C", "C", "C", "C", "N", "H", "H", "H", "H", "H", "H"], "xyz": [[9.2246, 11.5659, 12.3045], [9.9035, 14.7016, 7.1416], [9.1491, 13.0714, 7.2369], [9.5810, 12.5896, 8.8786], [9.6279, 13.6786, 10.1706], [9.8651, 11.3385, 8.9487], [9.9902, 10.7566, 10.1428], [10.3390, 9.4670, 10.1147], [10.3726, 8.7313, 11.3789], [10.1763, 7.3508, 11.3529], [10.2643, 6.5975, 12.5198], [10.6368, 7.2822, 13.7250], [10.8750, 8.6400, 13.6696], [10.6255, 9.3802, 12.5535], [10.5885, 14.6154, 6.2891], [10.4724, 14.9088, 8.0413], [9.1540, 15.4713, 6.9230], [10.5168, 9.0048, 9.1308], [9.8997, 6.9381, 10.4047], [10.0186, 5.5569, 12.5240], [10.8078, 6.7421, 14.6745], [11.2739, 9.1596, 14.5300], [7.3148, 10.4544, 14.5601], [7.0399, 11.6819, 13.8194], [6.9984, 12.7809, 14.7721], [5.7761, 11.5692, 13.0581], [5.7952, 10.5611, 11.9675], [6.7009, 10.8488, 10.8594], [6.1550, 11.9244, 10.0259], [6.8192, 9.6214, 10.0210], [6.5295, 10.1660, 15.3096], [8.2479, 10.5483, 15.1564], [7.4251, 9.5800, 13.9230], [6.1167, 12.7553, 15.4670], [6.9720, 13.7229, 14.1829], [7.9155, 12.7759, 15.3812], [5.4721, 12.5490, 12.6999], [4.9281, 11.3143, 13.7344], [4.7320, 10.5003, 11.6358], [6.0289, 9.5482, 12.3401], [5.1701, 11.6401, 9.5923], [6.8394, 12.0739, 9.2055], [6.0325, 12.8661, 10.5713], [5.8485, 9.1938, 9.7313], [7.4027, 8.8331, 10.5186], [7.3631, 9.8209, 9.0714], [6.7088, 15.4328, 9.8150], [6.9433, 15.1556, 11.6009], [5.4945, 16.0467, 12.2657], [8.2168, 16.4861, 11.9064], [8.6713, 16.6398, 13.3534], [10.0285, 15.4765, 13.8229], [10.3757, 16.2736, 15.4884], [11.5234, 16.1217, 12.9023], [6.0289, 14.6852, 9.4167], [7.6491, 15.1626, 9.2966], [6.4336, 16.4476, 9.5451], [5.4714, 17.0852, 11.9577], [5.3997, 16.0335, 13.3550], [4.5811, 15.5593, 11.8616], [7.7891, 17.4362, 11.5293], [9.0577, 16.2796, 11.2322], [7.8375, 16.4599, 14.0206], [9.0800, 17.6573, 13.5517], [10.8012, 17.2774, 15.4107], [11.0961, 15.6100, 15.9711], [9.4492, 16.2866, 16.0823], [11.4944, 17.1943, 12.8038], [11.5474, 15.5918, 11.9148], [12.4108, 15.8022, 13.4479], [10.3975, 11.9808, 17.2132], [11.3993, 11.8110, 16.3074], [12.6970, 11.3932, 16.7660], [13.6942, 11.2162, 15.8297], [13.3977, 11.5717, 14.4869], [12.1016, 11.9152, 14.1166], [11.0713, 11.9982, 15.0175], [10.6295, 12.2844, 18.1667], [9.5427, 12.4045, 16.8752], [12.9111, 11.3139, 17.8174], [14.6630, 10.7884, 16.1322], [14.1597, 11.5210, 13.7168], [11.8547, 12.2504, 13.1044]]}